# 1
Computed, not measured: a molecular structure, C37H60FN5O6SSe2Si2Te2Zr, with the ωB97M-V functional and the def2-TZVPD basis.

energy above the lowest of the compared OMol25 structures with the same formula, charge and spin = 7.1256 eV

XYZ file:
```
117
Properties=species:S:1:pos:R:3:lowdin_charge:R:1
Zr 1.89084 0.13357 1.51481 0.9133
Se 1.51162 1.31824 3.55856 -0.2532
Te -0.28525 4.09592 7.29084 -0.2205
Te 0.94337 2.84126 5.26476 0.0930
Se 2.54762 -0.57976 3.72198 0.2776
C 0.61114 -2.89534 -5.15442 -0.0572
C 1.73597 -1.91903 -4.81926 -0.1841
N 1.48022 -1.18451 -3.58411 -0.0220
C 2.06470 -1.62352 -2.44030 0.0635
C 1.87987 -1.06346 -1.21523 -0.0033
C 2.70613 -1.66670 -0.09173 -0.6090
O 3.82868 -2.05110 -0.38193 0.0913
O 2.16706 -1.74431 1.07055 -0.2490
C 1.03644 0.08079 -1.09090 -0.2617
O 0.77746 0.67383 -0.01489 -0.2469
C 0.47971 0.59406 -2.32338 -0.0258
C -0.26250 1.77146 -2.27932 0.1155
C -0.76291 2.30767 -3.43478 -0.1814
F -1.40487 3.49273 -3.34466 0.0671
C -0.62244 1.66956 -4.66856 -0.1284
C 0.08203 0.46634 -4.69600 0.0525
C 0.68680 -0.05506 -3.55174 -0.1120
N -1.20921 2.13169 -5.87868 -0.1008
C -2.12231 3.27458 -5.85681 -0.1271
C -2.76545 3.38767 -7.25214 -0.0751
N -2.68232 2.03802 -7.88673 0.0516
C -1.26429 1.74222 -8.26155 -0.0737
C -0.38026 2.17610 -7.07599 -0.1220
H 0.83650 -3.41749 -6.08409 0.0801
H -0.34292 -2.37797 -5.26035 0.0689
H 0.51080 -3.63435 -4.36027 0.0871
H 1.89213 -1.20758 -5.63119 0.1140
H 2.66727 -2.46593 -4.68868 0.1263
H 2.72901 -2.47119 -2.53670 0.1538
H -0.42279 2.27110 -1.33112 0.1446
H 0.14305 -0.06987 -5.63175 0.1011
H -1.62603 4.21864 -5.61581 0.1385
H -2.88776 3.09749 -5.10514 0.1373
H -2.23003 4.08801 -7.89016 0.1362
H -3.80148 3.70864 -7.18027 0.1397
H -3.31011 1.94458 -8.68291 0.1876
H -2.94822 1.36197 -7.16481 0.1863
H -1.01769 2.29248 -9.16751 0.1370
H -1.18109 0.67506 -8.45814 0.1361
H 0.01754 3.18524 -7.24153 0.1386
H 0.46858 1.50804 -6.98392 0.1234
C 5.51171 -1.54247 2.35282 -0.0517
C 5.45360 -0.21330 1.66605 -0.3194
C 6.58793 0.45058 1.24196 -0.0467
C 6.45904 1.73349 0.71003 -0.0723
C 5.22288 2.31514 0.59614 -0.0276
C 4.08933 1.57753 1.00866 -0.4355
N 4.23664 0.33905 1.54128 -0.0171
N 2.80915 1.97954 0.94564 -0.2294
Si 2.18775 3.60193 0.89498 0.4250
C 2.99343 4.60486 2.28104 -0.1685
C 2.35745 4.27834 -0.87632 -0.1696
C 0.33921 3.59146 1.34684 -0.1898
H 6.49408 -2.00138 2.23487 0.0791
H 4.76287 -2.21895 1.94583 0.0656
H 5.32904 -1.40660 3.42004 0.0572
H 7.55545 -0.01984 1.34389 0.1026
H 7.34488 2.27534 0.39943 0.1044
H 5.08034 3.31410 0.20415 0.0941
H 4.05755 4.79407 2.12027 0.0215
H 2.87948 4.04957 3.21270 -0.0239
H 2.49103 5.56479 2.42045 0.0354
H 3.10955 3.74334 -1.45950 0.0156
H 2.62812 5.33716 -0.86784 0.0231
H 1.39973 4.18692 -1.39514 -0.0009
H 0.20468 3.89332 2.38652 -0.0119
H -0.11732 2.60254 1.24933 -0.0024
H -0.22510 4.28714 0.71815 0.0275
C -1.39250 -5.58617 2.92982 -0.0381
C -0.86092 -4.20314 3.30180 -0.6387
C 0.53860 -3.99794 2.72702 -0.0397
C -0.82131 -4.04181 4.81946 -0.0270
O -1.76274 -3.27346 2.70047 -0.1479
Si -2.07500 -1.68663 2.93801 -0.0997
S -0.53398 -0.50824 2.12289 0.3806
O -3.42983 -1.36697 2.08328 -0.1387
C -3.87540 -1.76632 0.79217 -0.6498
C -4.54103 -3.13706 0.92555 -0.0266
C -4.88807 -0.71030 0.35619 -0.0365
C -2.72839 -1.83934 -0.22021 -0.0649
O -2.43674 -1.43731 4.48217 -0.1259
C -2.51550 -0.41084 5.46623 -0.6349
C -1.21899 -0.43451 6.26712 -0.0258
C -2.79292 0.94657 4.83539 -0.0322
C -3.68267 -0.77940 6.37690 -0.0311
H -0.74709 -6.36809 3.33210 0.0810
H -1.44335 -5.68865 1.84430 0.0803
H -2.39921 -5.70770 3.33449 0.0854
H 1.23090 -4.73436 3.14076 0.0911
H 0.89586 -3.00081 2.98556 0.0218
H 0.53303 -4.08445 1.63867 0.0850
H -0.29651 -4.88460 5.27180 0.0880
H -1.83567 -3.98509 5.21556 0.0896
H -0.30663 -3.11955 5.08966 0.0798
H -5.35746 -3.07106 1.64634 0.0891
H -3.80904 -3.84972 1.30498 0.0729
H -4.93126 -3.48528 -0.03342 0.0806
H -5.67737 -0.63786 1.10519 0.0851
H -5.32809 -0.96778 -0.60986 0.0768
H -4.39718 0.26187 0.28572 0.0841
H -2.00898 -2.59859 0.08912 0.0738
H -2.21545 -0.87889 -0.27668 0.0521
H -3.11207 -2.09911 -1.21223 0.0772
H -0.35830 -0.33718 5.60066 0.0562
H -1.12092 -1.38261 6.79977 0.0840
H -1.20846 0.38249 6.98803 0.0759
H -2.04749 1.17757 4.07520 0.0520
H -2.77959 1.72229 5.59919 0.0770
H -3.77407 0.93626 4.35363 0.0886
H -3.52127 -1.76471 6.81663 0.0820
H -4.60613 -0.80575 5.79633 0.0843
H -3.76794 -0.03316 7.16790 0.0897
```


# 2
Computed, not measured: 8 unconnected molecules or ions with the total composition C37H61Br14F2N2OSi, with the ωB97M-V functional and the def2-TZVPD basis.

net charge = +1

XYZ file:
```
118
Properties=species:S:1:pos:R:3:lowdin_charge:R:1
C 0.30876 4.23284 4.49952 0.2094
C 0.61844 4.00849 3.37548 -0.0871
N 1.07169 3.75170 2.11775 0.1122
C 0.77609 2.66724 1.40287 -0.1114
C -0.12365 1.49055 1.69809 -0.4560
F 0.70855 0.40622 1.71759 0.0783
F -0.63606 1.61924 2.94009 0.1272
C -1.22927 1.29713 0.67926 -0.1487
C -1.88030 2.60247 0.20677 -0.2106
Si -2.93868 2.45207 -1.36651 0.5710
C -2.03899 1.34606 -2.59551 -0.1630
C -3.03496 4.14782 -2.16841 -0.1653
C -4.64876 1.82782 -0.96697 -0.2884
C -5.58464 1.69168 -2.00508 -0.1039
C -6.85113 1.18315 -1.74917 -0.0912
C -7.20126 0.80425 -0.45616 -0.0820
C -6.28539 0.95087 0.58567 -0.0840
C -5.01650 1.46238 0.33158 -0.1596
N 1.43819 2.74061 0.27097 0.2404
C 2.19337 3.90155 0.22161 -0.1413
C 3.08986 4.28078 -0.90554 -0.1032
C 4.58528 4.10791 -0.55525 -0.1478
C 5.07045 2.68171 -0.76499 -0.2805
O 6.48291 2.68116 -0.88262 -0.0559
C 1.93820 4.56784 1.37059 -0.1125
C 2.42020 5.89968 1.81587 -0.0618
C 1.43286 7.07024 1.51767 -0.3823
C 0.59702 6.86550 0.25243 -0.0628
C 0.48429 7.33512 2.68799 -0.0734
H 0.04859 4.42641 5.51258 0.0637
H -0.85645 0.65594 -0.12048 0.1043
H -1.98507 0.71010 1.20106 0.1004
H -2.50700 2.97786 1.01862 0.0886
H -1.15266 3.39077 -0.00743 0.0674
H -2.23592 0.29009 -2.41901 -0.0057
H -0.96461 1.49927 -2.44735 -0.0073
H -2.27091 1.62483 -3.62075 0.0421
H -3.38454 4.92576 -1.49464 0.0349
H -2.06134 4.42697 -2.57549 0.0305
H -3.70731 4.06313 -3.02274 0.0317
H -5.30337 1.97681 -3.01126 0.0992
H -7.55474 1.08192 -2.56325 0.1015
H -8.18324 0.39557 -0.26788 0.1030
H -6.55740 0.66493 1.59208 0.1061
H -4.32100 1.57589 1.15293 0.0871
H 1.38007 2.02199 -0.44047 0.0714
H 2.83965 3.67931 -1.77953 0.0945
H 2.90160 5.31695 -1.17638 0.1130
H 5.18493 4.79155 -1.15092 0.1254
H 4.72862 4.37713 0.49150 0.1128
H 4.75657 2.06174 0.07969 0.1272
H 4.62440 2.25848 -1.66609 0.0673
H 6.84501 1.99931 -0.31417 0.0879
H 2.57359 5.85929 2.89411 0.1240
H 3.36135 6.10552 1.31514 0.1219
H 2.03219 7.96467 1.35391 0.1337
H 0.22949 7.83044 -0.09326 0.0890
H -0.28458 6.25058 0.44061 0.0788
H 1.14841 6.42692 -0.57838 0.0637
H 1.01093 7.45355 3.63121 0.0828
H -0.24151 6.52758 2.75987 0.0639
H -0.08876 8.23640 2.47432 0.0867
Br 0.57697 -2.54490 -2.75934 0.7594
C 0.90708 -1.25038 -4.17080 -0.6400
C 2.21075 -0.52897 -3.96173 -0.6490
Br 2.06239 0.78716 -2.52717 0.7045
H 0.05363 -0.57976 -4.18737 0.0479
H 0.94170 -1.81950 -5.09695 0.0687
H 2.49188 0.03884 -4.84535 0.0710
H 3.02301 -1.18836 -3.67522 0.0004
Br -7.85269 -2.55676 -2.50610 0.6271
C -7.41819 -2.33105 -4.38728 -0.6917
C -6.03199 -2.82520 -4.70166 -0.6808
Br -4.67343 -1.59287 -4.04959 0.6180
H -7.53992 -1.27647 -4.61202 0.0467
H -8.15915 -2.90843 -4.93508 0.0602
H -5.88279 -2.89058 -5.77681 0.0593
H -5.82304 -3.78688 -4.24540 0.0518
Br 4.89475 -3.84647 -2.21640 0.6209
C 5.84819 -3.31381 -3.82510 -0.6913
C 6.82335 -2.20011 -3.55701 -0.6686
Br 5.91333 -0.49729 -3.29683 0.6430
H 5.09258 -3.03816 -4.55343 0.0497
H 6.37020 -4.20463 -4.16862 0.0348
H 7.48130 -2.05703 -4.41067 0.0640
H 7.41589 -2.36912 -2.66446 0.0543
Br -0.53822 -2.68011 1.31615 0.6734
C -1.57690 -3.47859 -0.12416 -0.6701
C -2.06700 -2.42813 -1.08102 -0.7639
Br -3.55140 -1.41127 -0.34036 0.7250
H -2.38833 -4.02738 0.34298 0.0562
H -0.90343 -4.17356 -0.62081 0.0445
H -2.45074 -2.88236 -1.99317 0.0369
H -1.28884 -1.71512 -1.33559 -0.0547
Br -4.26533 -3.92477 3.94560 0.6040
C -2.96736 -3.45716 5.31821 -0.6945
C -1.57595 -3.87549 4.92948 -0.6982
Br -1.31736 -5.79272 5.12402 0.6328
H -3.29890 -3.92348 6.24015 0.0433
H -3.02229 -2.37542 5.41595 0.0588
H -0.84331 -3.41394 5.58839 0.0556
H -1.35326 -3.63428 3.89667 -0.0284
Br 1.72841 -5.74322 11.13981 0.6077
C 0.84798 -6.52351 9.59144 -0.6998
C 0.49845 -5.48507 8.56023 -0.7058
Br -1.04002 -4.42203 9.09729 0.5980
H -0.02660 -7.04832 9.96099 0.0511
H 1.55594 -7.23918 9.18022 0.0589
H 0.21132 -5.95690 7.62322 -0.0010
H 1.31194 -4.78900 8.38417 0.0509
Br 5.42127 -7.11271 -5.19208 0.6089
C 5.00530 -8.33645 -3.73803 -0.6860
C 5.69843 -7.94072 -2.46173 -0.7053
Br 7.59553 -8.36103 -2.50297 0.6116
H 5.28844 -9.32659 -4.07879 0.0516
H 3.92616 -8.28798 -3.61248 0.0588
H 5.28979 -8.49841 -1.62219 0.0605
H 5.61896 -6.87620 -2.26487 0.0020
```


| no. | E (eV) | largest force on an atom (eV/A) |
| --- | --- | --- |
| 1 | -234950.54093 | 5.90 |
| 2 | -1038288.82892 | 0.68 |